[1]
{
  "formula": "C18H37N2O2OsP3S",
  "method": "ωB97M-V/def2-TZVPD",
  "multiplicity": 5,
  "charge": 4,
  "gap_ha": [0.2118, 0.1867],
  "fmax_ev_per_a": 6.732,
  "lumo_energy_ev": [-12.464, -16.272],
  "e_homo_ev": [-18.23, -21.35],
  "energy_ev": -67465.63039,
  "s_squared": 6.0401,
  "elements": ["P", "C", "H", "H", "H", "C", "H", "H", "H", "C", "H", "H", "H", "P", "C", "H", "H", "H", "C", "H", "H", "H", "C", "H", "H", "H", "P", "C", "H", "H", "H", "C", "H", "H", "H", "C", "H", "H", "H", "Os", "C", "O", "C", "O", "C", "C", "C", "C", "C", "C", "H", "H", "H", "H", "H", "H", "N", "C", "N", "S", "H", "H", "H", "H"],
  "coordinates": [[-0.8084, -0.7376, 2.4893], [0.3348, -0.3669, 3.9054], [-0.0316, -0.9021, 4.7905], [0.3286, 0.7120, 4.0978], [1.3434, -0.7134, 3.6541], [-2.3464, -0.1083, 3.3069], [-3.2350, -0.4885, 2.7918], [-2.3067, 0.9866, 3.2545], [-2.3614, -0.4280, 4.3594], [-0.9634, -2.5523, 2.8100], [-1.3724, -2.7185, 3.8155], [0.0340, -3.0001, 2.7353], [-1.6358, -2.9673, 2.0516], [1.0792, -1.9793, -1.8254], [2.8802, -2.3309, -1.6153], [3.2356, -2.9283, -2.4595], [3.0464, -2.8758, -0.6811], [3.4233, -1.3805, -1.5857], [0.3868, -3.6744, -1.7984], [-0.6436, -3.6787, -2.1624], [0.4022, -4.0388, -0.7670], [1.0004, -4.3394, -2.4189], [1.0307, -1.4081, -3.5668], [1.3763, -2.1996, -4.2423], [1.6854, -0.5385, -3.6716], [0.0041, -1.1205, -3.8124], [-0.3872, 2.5230, -0.8889], [1.0268, 3.7183, -0.8568], [0.6299, 4.7225, -1.0535], [1.7503, 3.4386, -1.6297], [1.4994, 3.6955, 0.1321], [-0.9766, 2.9707, -2.5859], [-0.9080, 4.0585, -2.7298], [-2.0115, 2.6417, -2.7255], [-0.3146, 2.4681, -3.3011], [-1.5356, 3.5299, 0.1579], [-1.6962, 4.5103, -0.3144], [-1.0691, 3.6622, 1.1412], [-2.4861, 2.9919, 0.2454], [0.4953, -0.1459, -0.0877], [1.3903, -1.5064, 0.8526], [2.0662, -2.2172, 1.5174], [1.6764, 0.6200, -1.3269], [2.5355, 1.1094, -1.9791], [-2.7223, -0.1407, -2.3056], [-3.3105, 0.5841, -1.2632], [-3.5722, -0.0470, -0.0441], [-3.3010, -1.4101, 0.1174], [-2.7134, -2.1266, -0.9286], [-2.4472, -1.5018, -2.1512], [-2.4950, 0.3475, -3.2563], [-3.5518, 1.6469, -1.3960], [-4.0167, 0.5266, 0.7737], [-3.5345, -1.9151, 1.0640], [-2.4777, -3.1839, -0.7883], [-2.0048, -2.0713, -2.9791], [3.5356, 2.3791, 2.6369], [3.1446, 1.4551, 1.7632], [4.0986, 0.7056, 1.2087], [1.3737, 1.4252, 1.5124], [4.5023, 2.4486, 2.8360], [2.8690, 3.0059, 3.1196], [4.0054, -0.0530, 0.5360], [5.0461, 0.9113, 1.5219]]
}


[2]
{
  "formula": "C18H37N4O10",
  "method": "ωB97M-V/def2-TZVPD",
  "charge": 1,
  "gap_ha": 0.3382,
  "fmax_ev_per_a": 1.204,
  "lumo_energy_ev": -3.253,
  "e_homo_ev": -12.46,
  "energy_ev": -45693.29717,
  "e_above_lowest_kj_mol": 0.0,
  "elements": ["C", "C", "C", "C", "O", "N", "C", "N", "C", "N", "N", "H", "H", "H", "H", "H", "H", "H", "H", "H", "H", "H", "H", "H", "C", "C", "O", "C", "O", "O", "C", "H", "H", "H", "H", "H", "H", "H", "H", "C", "C", "O", "C", "O", "O", "C", "H", "H", "H", "H", "H", "H", "H", "H", "C", "C", "O", "C", "O", "O", "C", "H", "H", "H", "H", "H", "H", "H", "H"],
  "coordinates": [[1.0593, 0.4455, -0.5097], [0.9013, 1.8472, -1.1438], [0.1351, 2.8327, -0.2539], [-1.3929, 2.7807, -0.4169], [-1.7804, 2.0343, -1.6215], [-2.6565, 1.0554, -1.3501], [-3.9685, 1.0335, -1.2035], [-4.3818, -0.1958, -0.9305], [-3.2891, -0.9530, -0.9030], [-3.2071, -2.2769, -0.6962], [-2.1949, -0.2035, -1.1579], [0.8651, -0.3016, -1.2908], [0.3420, 0.2700, 0.2946], [2.0756, 0.2492, -0.1839], [1.9066, 2.2560, -1.2523], [0.5068, 1.7886, -2.1536], [0.4869, 3.8425, -0.4581], [0.3556, 2.6272, 0.7935], [-1.8765, 2.3243, 0.4460], [-1.8033, 3.7855, -0.5003], [-4.5849, 1.9117, -1.3077], [-2.5185, -2.8136, -1.1937], [-3.7725, -2.7627, -0.0219], [-1.2142, -0.4529, -1.2174], [-5.1628, -0.8163, 1.9857], [-6.2728, -0.3563, 2.9096], [-7.3589, -1.2852, 2.9283], [-7.1531, -2.3819, 3.6661], [-6.1558, -2.6268, 4.2946], [-8.2343, -3.1452, 3.5807], [-8.1418, -4.3934, 4.2793], [-5.5605, -1.0225, 0.9964], [-4.3863, -0.0526, 1.9126], [-4.7109, -1.7342, 2.3676], [-6.6992, 0.5797, 2.5529], [-5.9047, -0.1883, 3.9212], [-7.8542, -4.2376, 5.3159], [-7.4249, -5.0475, 3.7861], [-9.1305, -4.8385, 4.2365], [4.9891, -3.7371, 2.2297], [5.1132, -4.3720, 0.8623], [3.9971, -5.2325, 0.5696], [2.8811, -4.6259, 0.1979], [2.7194, -3.4382, 0.0623], [1.9500, -5.5630, -0.0037], [0.6652, -5.0618, -0.3505], [4.8461, -4.5028, 2.9926], [5.8900, -3.1711, 2.4642], [4.1361, -3.0607, 2.2720], [5.9867, -5.0185, 0.8227], [5.2172, -3.6234, 0.0777], [0.7282, -4.3865, -1.2031], [0.2168, -4.5502, 0.5021], [0.0619, -5.9260, -0.6136], [3.8134, 6.6988, -3.5236], [4.0589, 6.1929, -2.1187], [4.5256, 4.8334, -2.1125], [5.8156, 4.6759, -2.4199], [6.5943, 5.5544, -2.6741], [6.0887, 3.3713, -2.3959], [7.4324, 3.0460, -2.7719], [3.1385, 6.0283, -4.0578], [3.3708, 7.6942, -3.4944], [4.7438, 6.7526, -4.0865], [3.1272, 6.1769, -1.5549], [4.7624, 6.8280, -1.5820], [8.1489, 3.6114, -2.1813], [7.5844, 3.2433, -3.8315], [7.5544, 1.9848, -2.5778]]
}


[3]
{
  "formula": "C18H37NO3P",
  "method": "ωB97M-V/def2-TZVPD",
  "charge": -1,
  "gap_ha": 0.2499,
  "fmax_ev_per_a": 4.398,
  "lumo_energy_ev": 2.909,
  "e_homo_ev": -3.89,
  "energy_ev": -36182.42650,
  "elements": ["C", "C", "C", "C", "C", "P", "C", "O", "C", "C", "C", "C", "C", "O", "O", "C", "C", "C", "H", "H", "H", "H", "H", "H", "H", "H", "H", "H", "H", "H", "H", "H", "H", "H", "H", "H", "H", "H", "H", "H", "H", "H", "H", "H", "H", "H", "H", "H", "H", "H", "N", "C", "C", "C", "C", "H", "H", "H", "H", "H"],
  "coordinates": [[-4.1547, 2.1985, -1.4541], [-3.8300, 3.6267, -0.9764], [-2.6688, 3.7815, 0.0535], [-2.4137, 2.6099, 1.0540], [-0.8723, 2.5298, 1.3514], [-0.0412, 0.8440, 0.8946], [-0.8315, 0.7758, -0.8568], [-0.0787, 0.0091, -1.8236], [-0.7218, 0.1408, -3.0825], [-0.2523, -1.0356, -3.9855], [1.5915, 1.6512, 0.3095], [1.4086, 2.6001, -0.9379], [2.7571, 3.2163, -1.5246], [1.9486, 2.1462, -2.1566], [0.6606, -0.7515, 0.5718], [0.4076, -1.6839, 1.5725], [-0.4755, -2.8949, 1.1205], [-1.4403, -3.2506, 2.3084], [-3.3272, 1.6874, -1.9527], [-4.9879, 2.2838, -2.1761], [-4.5670, 1.6335, -0.6055], [-4.7122, 4.1646, -0.5894], [-3.5376, 4.2008, -1.8772], [-2.8929, 4.6751, 0.6635], [-1.7477, 4.0443, -0.4904], [-2.8488, 1.6455, 0.7678], [-2.9134, 2.9029, 1.9946], [-0.3205, 3.4219, 1.0182], [-0.8052, 2.5454, 2.4563], [-1.2331, 0.2049, 1.4494], [0.5346, 0.7971, 2.2452], [-1.7576, 0.1666, -0.7225], [-1.1934, 1.7385, -1.2660], [-1.8176, 0.1218, -2.9457], [-0.4147, 1.1165, -3.5090], [-1.1252, -1.6724, -4.1884], [0.5064, -1.6217, -3.4544], [0.1545, -0.6233, -4.9202], [2.0369, 2.3265, 1.0600], [2.2882, 0.8790, -0.0438], [0.5183, 3.2433, -0.9585], [3.4154, 2.8696, -0.7328], [2.3371, 4.2176, -1.6289], [-0.0459, -1.2745, 2.4946], [1.3851, -2.1152, 1.8819], [0.1515, -3.7792, 0.9299], [-1.0574, -2.5822, 0.2439], [-2.3023, -2.5763, 2.2457], [-0.8864, -3.1210, 3.2503], [-1.7257, -4.3091, 2.2158], [3.8599, -4.9120, 0.5241], [3.6301, -3.5916, 0.8002], [4.1733, -3.3183, 2.0269], [4.7590, -4.5205, 2.5083], [4.5513, -5.4854, 1.5577], [3.5660, -5.3865, -0.3095], [3.0993, -2.9635, 0.1025], [4.1532, -2.3623, 2.5236], [5.2738, -4.6604, 3.4452], [4.8328, -6.5249, 1.5273]]
}


[4]
{
  "formula": "C18H37NO5S2",
  "method": "ωB97M-V/def2-TZVPD",
  "smiles": "CCOC[C@]1(N=C=S)COS(=O)(=O)O1.CCCCCC.CCCCCC",
  "gap_ha": 0.3585,
  "fmax_ev_per_a": 2.008,
  "lumo_energy_ev": -0.333,
  "e_homo_ev": -10.09,
  "energy_ev": -52662.42154,
  "elements": ["C", "C", "O", "C", "C", "N", "C", "S", "C", "O", "S", "O", "O", "O", "H", "H", "H", "H", "H", "H", "H", "H", "H", "C", "C", "C", "C", "C", "C", "H", "H", "H", "H", "H", "H", "H", "H", "H", "H", "H", "H", "H", "H", "C", "C", "C", "C", "C", "C", "H", "H", "H", "H", "H", "H", "H", "H", "H", "H", "H", "H", "H", "H"],
  "coordinates": [[-2.0444, -4.4576, 0.4272], [-2.0046, -5.0256, -1.0069], [-2.5436, -6.3361, -0.9444], [-2.0816, -7.1968, -1.9622], [-1.7270, -8.5791, -1.3445], [-2.1275, -9.6599, -2.2693], [-1.6090, -9.6523, -3.3675], [-1.1031, -9.2891, -4.8043], [-2.0680, -8.8185, 0.1218], [-0.8571, -8.7446, 0.9332], [0.3547, -8.1949, 0.0451], [0.4606, -6.7928, 0.2583], [1.5765, -8.8928, 0.1807], [-0.2672, -8.6442, -1.3599], [-1.5616, -5.2150, 1.0500], [-1.5423, -3.4933, 0.4951], [-3.1054, -4.3889, 0.6897], [-2.5852, -4.3651, -1.6679], [-0.9563, -4.9983, -1.3308], [-2.8790, -7.2844, -2.7148], [-1.1924, -6.8351, -2.4842], [-2.7295, -8.0924, 0.5974], [-2.5022, -9.7934, 0.3560], [1.6081, 2.1651, 0.3344], [0.8627, 1.9416, -0.9774], [-0.6572, 1.9640, -0.8198], [-1.2290, 0.8703, 0.0844], [-0.8904, -0.5586, -0.3378], [-1.4473, -0.9310, -1.7084], [1.3963, 1.3791, 1.0608], [2.6858, 2.1717, 0.1613], [1.3331, 3.1257, 0.7772], [1.1854, 0.9984, -1.4270], [1.1486, 2.7281, -1.6815], [-1.1162, 1.8968, -1.8104], [-0.9578, 2.9372, -0.4178], [-2.3175, 0.9828, 0.1172], [-0.8822, 1.0266, 1.1098], [-1.3046, -1.2448, 0.4054], [0.1920, -0.7133, -0.3270], [-2.5350, -0.8314, -1.7262], [-1.1996, -1.9659, -1.9537], [-1.0343, -0.3004, -2.4971], [2.0407, 8.8899, 3.4883], [1.8336, 8.8890, 1.9770], [0.9141, 7.7683, 1.4932], [1.4242, 6.3517, 1.7647], [2.7938, 6.0324, 1.1669], [2.8187, 6.1126, -0.3563], [2.5211, 7.9726, 3.8320], [2.6776, 9.7247, 3.7857], [1.0872, 8.9936, 4.0107], [2.8026, 8.8297, 1.4738], [1.3956, 9.8466, 1.6828], [0.7375, 7.8942, 0.4210], [-0.0644, 7.8812, 1.9712], [0.6903, 5.6391, 1.3729], [1.4612, 6.1781, 2.8440], [3.0751, 5.0191, 1.4675], [3.5565, 6.6965, 1.5826], [2.0970, 5.4184, -0.7936], [3.8080, 5.8536, -0.7368], [2.5840, 7.1173, -0.7117]]
}